C35H50BaCl5Ge3 | ωB97M-V/def2-TZVPD

```
! RIJCOSX wB97M-V def2-TZVPD def2/J DEFGRID3
* xyz 1 1
Ba 0.115 1.602 -1.014
C -0.111 0.996 -3.859
C 1.277 1.166 -3.647
C 1.505 2.531 -3.358
C 0.275 3.205 -3.392
C -0.732 2.253 -3.738
H -0.599 0.084 -4.172
H 2.050 0.413 -3.726
H 2.484 2.959 -3.189
H 0.135 4.267 -3.245
H -1.777 2.473 -3.905
C 0.554 -2.479 -2.163
C 0.698 -2.066 -0.699
Ge -1.027 -1.481 0.086
C -0.595 -0.520 1.765
C -0.191 -1.535 2.840
C -2.465 -2.757 0.389
C -3.535 -2.313 -0.297
Ge -2.934 -0.721 -1.297
C -3.605 1.073 -0.801
C -4.974 1.469 -1.358
C -2.990 -0.954 -3.247
C -4.289 -1.588 -3.749
C -4.860 -2.961 -0.331
C -5.989 -2.225 -0.684
C -7.245 -2.812 -0.713
C -7.385 -4.156 -0.406
C -6.266 -4.909 -0.071
C -5.015 -4.318 -0.034
H 1.482 -2.874 -2.580
H 0.249 -1.633 -2.787
H -0.208 -3.254 -2.275
H 1.457 -1.278 -0.585
H 1.077 -2.900 -0.100
H -1.467 0.057 2.074
H 0.210 0.208 1.604
H -1.032 -2.193 3.065
H 0.096 -1.051 3.775
H 0.647 -2.172 2.528
H -2.498 -3.641 1.021
H -2.868 1.788 -1.195
H -3.589 1.172 0.287
H -5.030 1.313 -2.437
H -5.191 2.522 -1.175
H -5.774 0.894 -0.895
H -2.138 -1.566 -3.553
H -2.846 0.034 -3.692
H -4.442 -2.580 -3.320
H -4.278 -1.695 -4.835
H -5.164 -0.987 -3.493
H -5.884 -1.179 -0.939
H -8.113 -2.224 -0.983
H -8.362 -4.619 -0.437
H -6.373 -5.962 0.152
H -4.148 -4.921 0.205
Cl -1.159 2.836 1.589
C 0.327 3.815 1.636
C 1.315 3.547 0.703
C 2.292 4.548 0.647
Cl 3.475 4.525 -0.646
C 2.370 5.632 1.524
Cl 3.651 6.767 1.452
C 1.380 5.780 2.503
Cl 1.445 7.075 3.613
C 0.312 4.881 2.532
Cl -0.977 5.117 3.639
C 6.125 -0.879 0.197
C 6.116 0.645 0.285
C 5.177 1.293 -0.724
C 3.682 1.234 -0.348
Ge 3.456 1.996 1.421
C 2.858 0.940 2.935
C 3.230 -0.544 2.925
C 3.030 -1.156 4.310
C 3.291 -2.655 4.315
H 6.748 -1.332 0.968
H 6.519 -1.193 -0.771
H 5.124 -1.299 0.296
H 7.124 1.035 0.141
H 5.867 0.957 1.313
H 5.298 0.785 -1.685
H 5.453 2.340 -0.887
H 3.310 0.204 -0.342
H 3.128 1.826 -1.070
H 4.001 3.330 1.898
H 1.770 1.031 2.993
H 3.260 1.472 3.800
H 4.267 -0.704 2.627
H 2.614 -1.068 2.184
H 2.015 -0.942 4.661
H 3.707 -0.655 5.008
H 2.602 -3.177 3.647
H 3.167 -3.079 5.311
H 4.308 -2.879 3.986
*
```

Calculated values
LUMO energy: -3.8 eV
Relative energy (zero: lowest compared OMol25 entry of this formula, charge and spin): 96.1 kJ/mol
Kohn-Sham gap: 6.75 eV
Max |F|: 1.5 eV Å⁻¹

=====

C9H19N2O2 | ωB97M-V/def2-TZVPD

```
! RIJCOSX wB97M-V def2-TZVPD def2/J DEFGRID3
* xyz 1 1
C 2.532 1.495 0.418
C 1.897 1.238 -0.873
C -2.188 1.066 0.184
C -1.409 1.432 -1.029
C -3.562 1.604 0.498
C 1.740 0.093 -1.567
C 2.317 -1.165 -0.984
C 1.154 -2.174 -0.588
C 0.934 -2.289 0.923
N -1.767 0.014 0.784
N 0.544 -0.913 1.383
O 2.494 0.835 1.446
O 3.255 2.693 0.526
H -2.021 2.207 -1.437
H -1.367 0.533 -1.675
H -0.372 1.739 -0.855
H -3.964 1.108 1.372
H -4.152 1.684 -0.478
H -3.498 2.754 0.736
H 1.284 -0.069 -2.455
H 1.609 2.116 -1.254
H 2.930 -1.591 -1.658
H 2.973 -0.985 -0.184
H 1.303 -3.219 -0.914
H 0.201 -1.587 -1.004
H 0.121 -2.835 1.173
H 1.836 -2.829 1.380
H -2.316 -0.191 1.595
H 3.920 2.685 1.203
H 1.450 -0.475 1.579
H 0.229 -0.803 2.339
H -0.455 -0.561 0.837
*
```

Calculated values
LUMO energy: -3.1 eV
Relative energy (zero: lowest compared OMol25 entry of this formula, charge and spin): 151.8 kJ/mol
Kohn-Sham gap: 10.61 eV
Max |F|: 5.7 eV Å⁻¹

=====

C6H8ClN | ωB97M-V/def2-TZVPD

```
! RIJCOSX wB97M-V def2-TZVPD def2/J DEFGRID3
* xyz 0 1
C 1.578 2.402 0.434
C -1.366 -0.003 1.026
C -0.456 1.163 0.880
C 0.952 -1.322 -1.254
C 0.869 1.208 0.667
C -0.238 -1.840 -1.602
N 2.240 3.263 0.150
Cl -1.128 -3.129 -0.832
H -1.975 -0.177 0.189
H -0.737 -0.825 1.273
H -1.032 2.115 0.627
H 1.450 -1.719 -0.431
H 1.281 -0.432 -1.682
H -2.112 0.154 1.926
H 1.567 0.389 0.789
H -0.893 -1.248 -2.162
*
```

Calculated values
LUMO energy: 0.5 eV
SMILES string: C/C=C/C#N.C=CCl
Relative energy (zero: lowest compared OMol25 entry of this formula, charge and spin): 172.5 kJ/mol
Kohn-Sham gap: 10.49 eV
Max |F|: 3.7 eV Å⁻¹

=====

C4H11N3 | ωB97M-V/def2-TZVPD

```
! RIJCOSX wB97M-V def2-TZVPD def2/J DEFGRID3
* xyz 0 1
C 1.593 2.079 -0.453
C 0.657 0.912 -0.731
C 0.426 -0.538 -2.530
N 1.220 0.014 -1.726
H 1.155 2.704 0.327
H 2.571 1.727 -0.134
H 1.706 2.688 -1.347
H -0.321 1.287 -1.061
H 0.488 0.348 0.189
H -0.647 -0.317 -2.554
H 0.832 -1.243 -3.249
N -2.398 -1.210 2.303
C -1.045 -1.453 2.099
N -0.668 -2.246 1.187
H -2.928 -1.520 1.497
H -2.602 -0.238 2.490
H -0.377 -0.781 2.640
H 0.338 -2.212 1.054
*
```

Calculated values
LUMO energy: 0.9 eV
SMILES string: [H]/N=C/N.C=NCC
Relative energy (zero: lowest compared OMol25 entry of this formula, charge and spin): 193.4 kJ/mol
Kohn-Sham gap: 10.49 eV
Max |F|: 1.4 eV Å⁻¹

=====

C11H10N2 | ωB97M-V/def2-TZVPD

```
! RIJCOSX wB97M-V def2-TZVPD def2/J DEFGRID3
* xyz 0 1
N -2.934 -1.536 0.777
N -2.694 0.787 1.122
C -3.451 -0.301 1.083
C -1.683 -1.473 0.332
C -1.448 0.801 0.687
C 2.979 -0.479 -1.418
C 2.026 0.417 -1.884
C 2.804 -1.258 -0.273
C 0.777 0.449 -1.166
C 1.578 -1.205 0.430
C -0.923 -0.388 0.340
C 0.510 -0.420 -0.132
C -0.835 2.123 0.929
H -4.546 -0.164 1.106
H -1.321 -2.410 -0.030
H 3.964 -0.596 -1.817
H 2.061 1.003 -2.860
H 3.699 -1.807 0.096
H 0.074 1.149 -1.597
H 1.444 -1.918 1.270
H 0.318 2.091 0.637
H -0.975 2.243 1.982
H -1.424 2.892 0.388
*
```

Calculated values
LUMO energy: 0.7 eV
SMILES string: Cc1ncncc1-c1ccccc1
Relative energy (zero: lowest compared OMol25 entry of this formula, charge and spin): 132.1 kJ/mol
Kohn-Sham gap: 9.77 eV
Max |F|: 4.8 eV Å⁻¹

=====

C21H44Br18InS | ωB97M-V/def2-TZVPD

```
! RIJCOSX wB97M-V def2-TZVPD def2/J DEFGRID3
* xyz -1 1
C -2.591 2.011 -8.240
C -2.489 1.756 -6.764
C -3.341 2.742 -5.769
In -2.137 3.708 -4.109
S -0.596 5.501 -5.010
H -3.361 2.845 -8.598
H -1.968 1.465 -9.070
H -1.842 0.837 -6.428
H -4.322 2.229 -5.326
H -3.751 3.636 -6.446
H -3.348 4.602 -3.067
H -1.155 2.565 -3.125
H -0.499 5.295 -6.409
Br -0.561 -0.038 -2.988
C -0.068 0.083 -1.105
C -1.282 -0.037 -0.213
Br -2.306 1.622 -0.188
H 0.474 1.024 -0.976
H 0.618 -0.752 -0.936
H -0.982 -0.202 0.826
H -1.968 -0.832 -0.519
Br 1.459 -1.504 2.981
C -0.315 -1.636 3.780
C -0.602 -0.451 4.672
Br 0.324 -0.612 6.381
H -0.358 -2.594 4.305
H -1.007 -1.658 2.934
H -1.665 -0.409 4.928
H -0.301 0.505 4.235
Br -2.556 -5.480 6.255
C -2.208 -3.746 7.077
C -3.460 -2.903 7.126
Br -3.867 -2.140 5.377
H -1.394 -3.282 6.512
H -1.858 -3.976 8.087
H -3.320 -2.042 7.786
H -4.346 -3.459 7.445
Br -3.149 2.041 4.709
C -2.657 2.163 6.592
C -3.870 2.042 7.484
Br -4.895 3.702 7.509
H -2.115 3.104 6.721
H -1.970 1.328 6.761
H -3.571 1.878 8.523
H -4.557 1.248 7.178
Br 3.136 2.560 0.148
C 3.896 1.983 -1.553
C 3.557 2.953 -2.661
Br 1.714 2.728 -3.257
H 3.531 0.968 -1.738
H 4.976 1.951 -1.385
H 4.168 2.756 -3.546
H 3.674 4.001 -2.371
Br 2.859 5.862 5.171
C 2.720 4.826 3.525
C 1.296 4.389 3.272
Br 0.806 2.886 4.415
H 3.421 3.991 3.612
H 3.062 5.501 2.735
H 1.182 4.017 2.250
H 0.561 5.178 3.451
Br -1.911 -3.592 -3.507
C -2.591 -3.707 -5.331
C -1.589 -3.165 -6.323
Br -1.569 -1.215 -6.313
H -3.549 -3.179 -5.348
H -2.765 -4.773 -5.502
H -1.869 -3.440 -7.344
H -0.565 -3.496 -6.131
Br 3.573 -1.661 -0.703
C 5.168 -2.264 0.244
C 5.191 -1.746 1.663
Br 5.707 0.134 1.720
H 6.031 -1.945 -0.349
H 5.109 -3.356 0.233
H 5.951 -2.267 2.252
H 4.225 -1.827 2.170
Br 4.420 -5.121 -3.115
C 2.556 -5.127 -3.690
C 2.386 -4.397 -5.002
Br 2.440 -2.464 -4.747
H 1.970 -4.695 -2.874
H 2.296 -6.183 -3.799
H 1.401 -4.600 -5.431
H 3.156 -4.644 -5.738
*
```

Calculated values
LUMO energy: 1.4 eV
Kohn-Sham gap: 5.72 eV
Max |F|: 4.9 eV Å⁻¹

=====

C28H56N7O5P3 | ωB97M-V/def2-TZVPD

```
! RIJCOSX wB97M-V def2-TZVPD def2/J DEFGRID3
* xyz 0 1
C 6.014 -1.078 -0.398
C 5.338 0.182 0.181
C 3.957 0.413 -0.443
C 3.485 1.856 -0.199
C 2.024 2.101 -0.436
C 1.206 2.659 0.475
N 1.674 3.041 1.737
C -0.232 2.921 0.198
O -0.896 3.419 1.096
C -0.811 2.551 -1.098
C -2.157 2.791 -1.393
P -3.282 3.634 -0.238
C -3.535 2.616 1.281
C -4.942 3.834 -0.988
C -2.660 2.391 -2.633
C -1.865 1.762 -3.561
C -0.521 1.554 -3.278
O 0.213 0.906 -4.250
C 0.020 1.946 -2.065
C 1.480 1.746 -1.765
O 2.234 1.333 -2.626
H 6.868 -0.823 -1.020
H 5.302 -1.624 -1.015
H 6.352 -1.747 0.392
H 5.270 0.144 1.270
H 5.961 1.050 -0.053
H 4.104 0.304 -1.514
H 3.256 -0.333 -0.067
H 4.033 2.527 -0.867
H 3.785 2.133 0.812
H 0.924 3.452 2.281
H 2.413 3.722 1.622
H -2.918 1.724 1.272
H -3.323 3.262 2.126
H -4.596 2.362 1.338
H -5.639 4.019 -0.170
H -4.969 4.684 -1.665
H -5.311 2.943 -1.507
H -3.700 2.576 -2.862
H -2.281 1.445 -4.506
H 0.692 1.587 -4.734
O -7.033 3.349 2.569
P -8.497 3.223 2.834
N -8.876 4.694 3.589
C -10.013 4.880 4.465
C -8.674 5.865 2.745
N -8.477 1.977 4.039
C -8.097 2.334 5.400
C -7.715 0.819 3.587
N -10.108 2.814 2.270
C -10.921 1.799 2.927
C -10.156 2.610 0.808
H -10.962 4.978 3.920
H -9.864 5.791 5.048
H -10.117 4.069 5.181
H -9.485 5.986 2.011
H -7.732 5.787 2.203
H -8.624 6.768 3.356
H -7.180 2.934 5.447
H -7.943 1.426 5.985
H -8.892 2.880 5.903
H -6.634 0.982 3.647
H -7.956 0.580 2.546
H -7.976 -0.054 4.189
H -10.540 0.782 2.796
H -11.923 1.851 2.491
H -11.024 1.998 3.989
H -9.663 1.679 0.504
H -9.658 3.438 0.297
H -11.188 2.586 0.457
O 7.320 -3.693 -2.004
P 7.907 -5.013 -2.374
N 6.924 -6.116 -1.537
C 7.345 -7.449 -1.166
C 5.530 -6.110 -1.964
N 9.432 -4.903 -1.555
C 9.461 -5.112 -0.113
C 10.130 -3.672 -1.903
N 8.513 -6.111 -3.602
C 9.864 -6.654 -3.552
C 8.227 -5.636 -4.970
H 7.325 -8.155 -2.008
H 6.673 -7.829 -0.393
H 8.344 -7.460 -0.738
H 5.391 -6.644 -2.916
H 5.174 -5.089 -2.091
H 4.901 -6.582 -1.208
H 8.691 -4.539 0.419
H 10.437 -4.821 0.278
H 9.342 -6.165 0.137
H 9.717 -2.799 -1.386
H 10.063 -3.481 -2.978
H 11.190 -3.763 -1.654
H 10.643 -5.907 -3.734
H 9.936 -7.423 -4.327
H 10.063 -7.139 -2.602
H 8.839 -4.769 -5.244
H 7.176 -5.345 -5.055
H 8.403 -6.429 -5.697
*
```

Calculated values
LUMO energy: -0.7 eV
SMILES string: CCCCC1=C(N)C(=O)c2c(P(C)C)ccc(O)c2C1=O.CN(C)P(=O)(N(C)C)N(C)C.CN(C)P(=O)(N(C)C)N(C)C
Relative energy (zero: lowest compared OMol25 entry of this formula, charge and spin): 0.0 kJ/mol
Kohn-Sham gap: 6.47 eV
Max |F|: 5.4 eV Å⁻¹

=====

C48H48GeN6OTi | ωB97M-V/def2-TZVPD

```
! RIJCOSX wB97M-V def2-TZVPD def2/J DEFGRID3
* xyz 0 1
Ti -0.390 0.034 1.233
C 1.808 -3.491 -0.319
C 0.531 -3.082 -1.053
C -0.718 -2.887 -0.193
N -0.530 -2.156 1.059
C -0.702 -2.833 2.173
C -1.240 -4.153 2.279
C -1.094 -5.109 3.256
C -0.416 -5.056 4.472
C 0.050 -3.898 5.055
C -0.070 -2.585 4.621
C -0.518 -2.048 3.400
N -0.762 -0.762 3.213
C -0.952 0.039 4.414
C -1.477 1.420 4.065
C -0.311 2.255 3.550
N 0.516 1.417 2.702
C 1.813 1.550 2.723
C 2.473 2.660 3.329
C 3.785 2.828 3.694
C 4.864 1.953 3.572
C 4.846 0.756 2.892
C 3.838 0.157 2.140
C 2.503 0.527 1.926
N 1.694 -0.071 1.050
C 2.321 -1.005 0.113
C 2.414 -2.448 0.636
H 2.548 -3.734 -1.088
H 1.637 -4.419 0.236
H 0.288 -3.869 -1.773
H 0.707 -2.199 -1.665
H -1.110 -3.880 -0.003
H -1.477 -2.343 -0.745
H -1.846 -4.469 1.444
H -1.566 -6.058 3.024
H -0.312 -5.979 5.028
H 0.522 -4.010 6.026
H 0.273 -1.844 5.331
H -0.015 0.159 4.978
H -1.651 -0.489 5.070
H -1.903 1.900 4.948
H -2.277 1.333 3.331
H 0.271 2.585 4.415
H -0.646 3.156 3.021
H 1.826 3.501 3.540
H 4.004 3.779 4.170
H 5.800 2.255 4.025
H 5.777 0.199 2.900
H 4.138 -0.764 1.663
H 3.299 -0.622 -0.188
H 1.714 -0.970 -0.780
H 1.920 -2.490 1.606
H 3.457 -2.722 0.819
O -2.219 0.202 1.046
C -3.242 1.034 1.076
C -4.534 0.557 1.309
C -5.598 1.435 1.364
C -5.399 2.803 1.192
C -4.124 3.279 0.959
C -3.034 2.409 0.897
C -1.679 2.875 0.639
N -0.577 2.138 0.548
C 0.469 3.006 0.338
C 0.001 4.275 0.280
N -1.358 4.178 0.473
H -4.669 -0.508 1.444
H -6.595 1.055 1.545
H -6.234 3.488 1.234
H -3.986 4.345 0.818
H 1.477 2.645 0.226
H 0.496 5.214 0.108
H -2.012 4.940 0.466
C -1.829 1.742 -2.257
Ge -0.560 0.248 -1.864
C 1.230 0.869 -2.540
C 1.646 2.198 -2.624
C 2.896 2.548 -3.120
C 3.772 1.567 -3.559
C 3.371 0.238 -3.518
C 2.120 -0.095 -3.022
C -1.037 -0.876 -3.513
C -1.613 -2.118 -3.418
C -1.968 -2.910 -4.535
C -1.739 -2.451 -5.792
C -1.179 -1.163 -5.977
C -0.970 -0.670 -7.290
C -0.467 0.578 -7.504
C -0.160 1.394 -6.397
C -0.345 0.937 -5.123
C -0.846 -0.364 -4.851
H -2.164 1.667 -3.290
H -1.386 2.731 -2.116
H -2.709 1.664 -1.621
H 0.968 2.990 -2.333
H 3.181 3.593 -3.177
H 4.746 1.834 -3.948
H 4.031 -0.539 -3.886
H 1.820 -1.140 -3.042
H -1.827 -2.545 -2.455
H -2.416 -3.883 -4.374
H -1.990 -3.045 -6.664
H -1.227 -1.313 -8.125
H -0.312 0.944 -8.511
H 0.227 2.393 -6.554
H -0.099 1.590 -4.300
*
```

Calculated values
LUMO energy: -0.2 eV
Relative energy (zero: lowest compared OMol25 entry of this formula, charge and spin): 62.5 kJ/mol
Kohn-Sham gap: 6.62 eV
Max |F|: 0.7 eV Å⁻¹